Record 1
BF4H18O9 | ωB97M-V with the def2-TZVPD basis set

```
! wB97M-V def2-TZVPD RIJCOSX def2/J DEFGRID3
* xyz -1 1
B 22.481 3.473 7.561
F 23.188 3.908 8.756
F 21.800 4.592 7.099
F 23.409 3.099 6.612
F 21.513 2.513 7.855
O 24.596 -0.260 4.346
H 24.822 0.236 5.132
H 25.433 -0.598 4.027
O 20.554 7.040 4.404
H 20.898 7.130 5.292
H 20.688 6.117 4.187
O 26.863 2.437 8.115
H 26.962 1.504 8.300
H 25.949 2.534 7.849
O 26.319 4.525 3.947
H 27.215 4.851 4.030
H 25.885 4.807 4.752
O 23.040 7.532 10.172
H 23.047 6.734 9.643
H 23.794 8.032 9.861
O 19.871 2.554 11.131
H 20.394 2.457 10.336
H 20.192 3.361 11.532
O 24.623 3.620 12.889
H 24.930 4.415 13.325
H 24.082 3.937 12.166
O 21.858 3.507 3.167
H 22.523 3.405 3.848
H 21.221 2.816 3.348
O 18.961 1.811 5.069
H 19.315 2.144 5.894
H 18.388 1.089 5.328
*
```

* energy above the lowest of the compared OMol25 structures with the same formula, charge and spin: 111.9 kJ/mol



Record 2
BF4H22O11 | ωB97M-V with the def2-TZVPD basis set

```
! wB97M-V def2-TZVPD RIJCOSX def2/J DEFGRID3
* xyz -1 1
B 0.553 0.553 0.913
F 0.826 1.516 1.825
F -0.370 -0.388 1.364
F 0.101 1.198 -0.220
F 1.730 -0.100 0.686
O -1.802 -4.140 4.876
H -1.606 -3.925 5.788
H -1.702 -3.311 4.408
O -0.786 -3.924 -3.357
H -0.266 -3.122 -3.413
H -1.604 -3.711 -3.806
O 4.924 1.221 -3.543
H 5.327 1.916 -4.063
H 4.562 1.672 -2.779
O -2.057 5.102 -5.383
H -2.378 4.201 -5.359
H -1.236 5.078 -4.891
O 0.838 1.266 6.970
H 1.392 1.873 7.460
H 0.798 1.636 6.088
O -4.598 0.416 -4.914
H -4.531 0.292 -3.967
H -5.001 -0.390 -5.234
O -3.236 -6.054 0.693
H -2.462 -5.925 0.143
H -2.953 -5.793 1.569
O 2.934 -4.964 0.438
H 2.944 -4.007 0.443
H 2.800 -5.199 -0.480
O 5.407 4.500 4.100
H 5.930 4.246 4.860
H 4.869 3.732 3.911
O 1.451 5.411 -2.247
H 1.296 4.593 -1.776
H 2.080 5.886 -1.703
O -4.894 -0.732 -0.012
H -5.284 0.083 0.305
H -3.992 -0.706 0.308
*
```

* energy above the lowest of the compared OMol25 structures with the same formula, charge and spin: 250.0 kJ/mol



Record 3
BH14NaO5 | ωB97M-V with the def2-TZVPD basis set

```
! wB97M-V def2-TZVPD RIJCOSX def2/J DEFGRID3
* xyz 0 1
Na -0.193 0.239 0.299
B 1.737 -0.878 -1.423
H 2.868 -0.954 -1.141
H 1.728 -0.845 -2.592
H 1.122 -1.760 -0.963
H 1.379 0.156 -1.044
O -1.027 -0.513 -2.324
H -0.073 -0.765 -2.304
H -1.158 -0.131 -3.196
O -2.406 1.333 0.322
H -3.010 0.580 0.295
H -2.930 2.080 0.016
O 1.095 -0.195 2.236
H 1.750 -0.858 2.485
H 1.030 0.391 2.999
O -1.357 -2.008 1.016
H -2.282 -2.245 0.883
H -1.069 -2.543 1.764
O 0.803 2.663 0.686
H 1.175 2.666 1.575
H 0.820 3.586 0.410
*
```

* energy above the lowest of the compared OMol25 structures with the same formula, charge and spin: 0.0 kJ/mol



Record 4
BH18O7 | ωB97M-V with the def2-TZVPD basis set

```
! wB97M-V def2-TZVPD RIJCOSX def2/J DEFGRID3
* xyz -1 1
B 41.857 46.006 20.428
H 42.308 47.024 21.001
H 42.855 45.179 20.374
H 40.887 45.582 21.076
H 41.537 46.303 19.250
O 42.243 46.567 23.993
H 42.935 47.096 24.368
H 42.276 46.450 23.006
O 43.394 42.779 22.252
H 43.876 43.098 22.967
H 42.898 43.508 21.762
O 39.136 48.159 20.292
H 38.439 48.177 21.054
H 39.839 47.462 20.235
O 44.237 48.146 19.150
H 44.889 47.899 19.703
H 43.528 47.609 19.536
O 43.265 43.934 17.512
H 43.098 44.480 18.223
H 42.990 44.551 16.822
O 38.611 44.154 18.829
H 39.050 44.008 17.954
H 39.159 44.599 19.193
O 41.309 49.397 22.745
H 41.211 48.664 22.075
H 40.548 50.028 22.679
*
```

* energy above the lowest of the compared OMol25 structures with the same formula, charge and spin: 228.9 kJ/mol



Record 5
BH20O8 | ωB97M-V with the def2-TZVPD basis set

```
! wB97M-V def2-TZVPD RIJCOSX def2/J DEFGRID3
* xyz -1 1
B 0.088 0.048 0.343
H 0.145 -0.642 -0.572
H 0.969 -0.254 1.005
H 0.190 1.130 -0.025
H -0.902 -0.154 0.886
O 2.697 0.103 -0.752
H 2.682 -0.617 -1.390
H 1.772 0.139 -0.406
O -1.694 2.808 -0.399
H -0.976 2.162 -0.465
H -2.496 2.283 -0.484
O 0.838 -3.440 -1.754
H 0.133 -3.541 -1.103
H 0.376 -3.283 -2.583
O 2.087 2.007 1.712
H 2.055 1.715 2.627
H 1.740 1.249 1.204
O 0.361 0.328 -3.100
H -0.023 0.121 -2.237
H 0.785 1.181 -2.974
O -1.582 1.457 2.825
H -1.522 2.414 2.890
H -1.112 1.243 2.003
O -2.646 -0.789 -0.951
H -3.496 -0.504 -0.604
H -1.990 -0.427 -0.327
O 0.223 -2.461 1.721
H 1.093 -2.762 1.444
H 0.202 -1.514 1.462
*
```

* energy above the lowest of the compared OMol25 structures with the same formula, charge and spin: 72.5 kJ/mol



Record 6
BH24NO8 | ωB97M-V with the def2-TZVPD basis set

```
! wB97M-V def2-TZVPD RIJCOSX def2/J DEFGRID3
* xyz 0 1
N 53.242 11.230 4.749
H 52.969 10.683 5.440
H 53.253 12.186 5.235
H 52.700 11.075 3.800
H 54.196 11.026 4.736
B 49.662 12.899 3.894
H 50.132 11.980 3.181
H 49.123 12.429 4.950
H 50.700 13.530 4.358
H 48.878 13.709 3.412
O 48.391 17.005 2.608
H 47.653 17.586 2.872
H 48.062 16.163 2.276
O 51.939 15.429 6.906
H 52.254 15.171 5.973
H 51.068 15.270 7.125
O 45.955 14.981 4.239
H 46.791 14.682 4.193
H 45.979 15.651 4.861
O 53.160 15.174 4.415
H 53.120 16.017 4.233
H 52.853 14.688 3.725
O 47.839 12.582 0.868
H 48.519 12.794 1.531
H 47.582 13.542 0.801
O 51.790 14.250 1.821
H 51.157 14.008 2.405
H 52.305 13.463 1.757
O 48.421 9.300 4.841
H 48.607 9.125 5.771
H 48.446 10.273 4.774
O 49.503 14.699 6.845
H 49.141 15.444 6.415
H 49.534 14.361 6.043
*
```

* energy above the lowest of the compared OMol25 structures with the same formula, charge and spin: 83.3 kJ/mol



Record 7
BH32O14 | ωB97M-V with the def2-TZVPD basis set

```
! wB97M-V def2-TZVPD RIJCOSX def2/J DEFGRID3
* xyz -1 1
B 2.704 -19.474 17.539
H 2.546 -20.691 17.642
H 2.741 -18.907 18.709
H 3.620 -19.258 16.896
H 1.710 -18.990 16.908
O 5.959 -17.255 16.648
H 6.691 -17.555 16.224
H 5.686 -17.505 17.438
O 2.074 -21.065 14.960
H 1.823 -20.271 14.341
H 2.479 -20.446 15.527
O 4.341 -17.775 14.138
H 4.374 -17.596 15.026
H 4.786 -18.679 14.156
O 2.740 -16.376 16.861
H 3.486 -15.862 16.506
H 2.906 -17.432 16.910
O -0.092 -18.773 19.623
H -0.341 -19.236 20.515
H 0.689 -18.972 19.168
O 0.506 -15.958 15.513
H 1.265 -16.202 15.936
H -0.151 -15.727 16.117
O 5.824 -20.614 17.045
H 5.992 -20.734 16.076
H 5.284 -19.921 17.119
O 2.459 -20.368 21.328
H 3.411 -20.674 21.598
H 2.363 -19.405 21.453
O 2.249 -17.416 21.495
H 1.776 -17.188 20.555
H 3.023 -17.266 21.136
O 5.353 -18.513 18.955
H 5.627 -17.929 19.583
H 4.472 -18.710 18.849
O -0.973 -19.525 16.225
H -0.422 -19.314 15.403
H -0.428 -20.239 16.778
O 4.789 -22.469 19.616
H 4.470 -23.291 19.200
H 4.104 -21.809 19.493
O 1.289 -16.245 19.099
H 0.853 -17.081 18.852
H 2.031 -16.222 18.515
O 3.055 -24.137 18.289
H 2.205 -23.517 18.424
H 3.265 -24.017 17.240
*
```

* energy above the lowest of the compared OMol25 structures with the same formula, charge and spin: 330.2 kJ/mol



Record 8
BH4NS | ωB97M-V with the def2-TZVPD basis set

```
! wB97M-V def2-TZVPD RIJCOSX def2/J DEFGRID3
* xyz 0 1
B 0.622 0.036 -0.314
N -0.551 -0.297 -0.072
S 2.143 0.591 0.033
H -1.910 0.528 1.260
H -1.673 1.451 1.018
H -1.371 0.204 -0.245
H 1.830 1.151 1.172
*
```

* energy above the lowest of the compared OMol25 structures with the same formula, charge and spin: 334.7 kJ/mol



Record 9
BH4NS | ωB97M-V with the def2-TZVPD basis set

```
! wB97M-V def2-TZVPD RIJCOSX def2/J DEFGRID3
* xyz 0 1
B -0.231 0.044 0.141
N 1.121 0.208 0.009
S -1.216 -0.480 -1.250
H -0.758 0.046 1.347
H 1.746 0.195 0.902
H 1.652 0.216 -0.804
H -2.314 -0.230 -0.345
*
```

* energy above the lowest of the compared OMol25 structures with the same formula, charge and spin: 36.3 kJ/mol



Record 10
BH6NO3 | ωB97M-V with the def2-TZVPD basis set

```
! wB97M-V def2-TZVPD RIJCOSX def2/J DEFGRID3
* xyz 0 1
N -0.385 -0.126 0.322
B -0.465 -1.466 -0.137
O -1.706 -2.131 -0.314
O 0.642 -2.281 -0.392
H -0.639 0.498 -0.445
H -1.921 -2.098 -1.249
H 1.375 -1.742 -0.690
O 0.751 2.431 0.509
H 0.139 2.923 1.082
H 0.533 1.389 0.560
H 1.675 2.602 0.752
*
```



Number 1: molar mass 248.9 g mol⁻¹, gap between HOMO and LUMO 0.4097 hartree. Number 2: molar mass 285.0 g mol⁻¹, gap between HOMO and LUMO 0.3791 hartree. Number 3: molar mass 127.9 g mol⁻¹, gap between HOMO and LUMO 0.2840 hartree. Number 4: molar mass 140.9 g mol⁻¹, gap between HOMO and LUMO 0.3605 hartree. Number 5: molar mass 159.0 g mol⁻¹, gap between HOMO and LUMO 0.3805 hartree. Number 6: molar mass 177.0 g mol⁻¹, gap between HOMO and LUMO 0.2891 hartree. Number 7: molar mass 267.1 g mol⁻¹, gap between HOMO and LUMO 0.3599 hartree. Number 8: molar mass 60.9 g mol⁻¹, gap between HOMO and LUMO 0.3860 hartree. Number 9: molar mass 60.9 g mol⁻¹, gap between HOMO and LUMO 0.3653 hartree. Number 10: molar mass 78.9 g mol⁻¹, gap between HOMO and LUMO 0.2376 hartree.